Run i
Density functional theory data (ωB97M-V/def2-TZVPD) for a 7-piece molecular cluster, H14O7 overall.

Last column: natural (NBO) charge in e.
Positions of all 21 atoms, in Å:
H: -1.75 0.46 -0.99  0.46
H: -0.64 0.47 0.03  0.45
H: 0.50 -0.49 1.60  0.45
H: 0.03 -1.88 1.85  0.47
H: 3.09 -0.86 0.64  0.47
H: 4.17 -1.75 -0.03  0.46
H: -4.94 -2.18 2.59  0.47
H: -4.67 -0.90 1.68  0.48
H: 0.17 3.85 0.66  0.47
H: -0.09 2.35 0.74  0.45
H: 2.28 1.27 -2.12  0.46
H: 0.82 1.05 -1.69  0.48
H: 1.25 -1.03 -3.01  0.48
H: -0.23 -0.67 -2.99  0.48
O: -1.29 -0.12 -0.30  -0.92
O: -0.11 -0.95 2.14  -0.92
O: 4.04 -1.16 0.63  -0.93
O: -5.36 -1.48 2.14  -0.95
O: 0.56 2.96 0.55  -0.92
O: 1.53 1.61 -1.68  -0.95
O: 0.64 -0.56 -2.44  -0.95

Computed properties:
SMILES   O.O.O.O.O.O.O
Multiplicity   1
LUMO energy   -0.11 eV
Highest occupied orbital energy   -10.879 eV

Run ii
Density functional theory data (ωB97M-V/def2-TZVPD) for a 7-piece molecular cluster, H14O7 overall.

Last column: natural (NBO) charge in e.
Positions of all 21 atoms, in Å:
H: 0.72 -0.11 -0.05  0.47
H: 0.92 -1.57 0.30  0.47
H: 0.23 -2.30 2.50  0.45
H: 0.56 -0.88 2.10  0.50
H: 1.04 1.04 2.78  0.47
H: 2.00 0.69 3.92  0.47
H: 3.00 1.24 -0.36  0.46
H: 2.82 -0.24 -0.65  0.48
H: -0.32 1.45 -1.26  0.46
H: -0.63 -0.02 -1.04  0.46
H: -3.86 -1.39 -0.66  0.47
H: -2.79 -1.09 0.38  0.47
H: -0.58 2.10 -3.86  0.46
H: -1.83 2.07 -3.00  0.47
O: 1.17 -0.68 0.58  -0.91
O: -0.11 -1.40 2.55  -0.98
O: 1.69 0.38 3.06  -0.93
O: 2.33 0.55 -0.42  -0.95
O: -0.88 0.73 -1.58  -0.92
O: -2.91 -1.39 -0.53  -0.94
O: -1.45 1.69 -3.80  -0.92

Computed properties:
SMILES   O.O.O.O.O.O.O
Multiplicity   1
LUMO energy   0.27 eV
Highest occupied orbital energy   -9.760 eV

Run iii
Density functional theory data (ωB97M-V/def2-TZVPD) for H14O7 as an isolated structure.

Last column: natural (NBO) charge in e.
Positions of all 21 atoms, in Å:
H: -1.43 -0.49 -0.15  0.48
H: -0.41 -0.22 0.94  0.42
H: 2.77 -1.38 -1.59  0.46
H: 2.31 -2.83 -1.61  0.46
H: -0.31 -1.33 -3.98  0.47
H: -0.35 -2.66 -4.70  0.46
H: -1.74 1.58 -1.80  0.42
H: -1.70 1.96 -0.33  0.46
H: 0.27 1.45 0.70  0.45
H: 0.82 2.66 -0.03  0.44
H: 2.09 1.15 4.94  0.47
H: 1.75 2.04 3.75  0.47
H: -2.71 -1.17 1.93  0.48
H: -1.21 -1.40 1.92  0.47
O: -0.69 0.09 0.07  -0.91
O: 1.98 -1.93 -1.53  -0.93
O: -0.47 -2.26 -3.83  -0.93
O: -1.17 1.56 -1.03  -0.88
O: 0.32 1.85 -0.17  -0.88
O: 1.77 2.03 4.71  -0.93
O: -1.87 -0.71 1.80  -0.94

Computed properties:
Multiplicity   1
LUMO energy   0.35 eV
Highest occupied orbital energy   -7.886 eV

Which one is most stable, and which one is least stable? run i is the most stable of them, while run iii is the least stable.

Run i
Density functional theory data (ωB97M-V/def2-TZVPD) for a 7-piece molecular cluster, H14O7 overall.

Last column: natural (NBO) charge in e.
Positions of all 21 atoms, in Å:
H: 0.45 -1.15 -0.56  0.46
H: 0.02 -2.69 -0.54  0.48
H: 1.68 0.20 -1.45  0.47
H: 2.50 0.56 -0.19  0.49
H: 3.57 -1.12 -0.47  0.49
H: 4.51 0.04 -0.22  0.46
H: -3.20 -0.07 1.12  0.48
H: -4.52 -0.95 0.85  0.46
H: 1.33 1.31 3.42  0.47
H: 0.74 0.94 2.03  0.46
H: -2.36 -0.64 -1.19  0.46
H: -1.19 -0.48 -0.12  0.45
H: -1.06 2.08 -2.30  0.45
H: -1.58 3.38 -2.28  0.46
O: -0.26 -1.81 -0.81  -0.94
O: 2.42 -0.05 -0.89  -0.96
O: 4.10 -0.72 0.17  -0.95
O: -3.59 -0.99 1.06  -0.94
O: 0.66 1.62 2.70  -0.93
O: -2.03 -0.96 -0.33  -0.90
O: -1.41 2.73 -1.67  -0.91

Computed properties:
SMILES   O.O.O.O.O.O.O
Multiplicity   1
LUMO energy   -0.13 eV
Highest occupied orbital energy   -8.283 eV

Run ii
Density functional theory data (ωB97M-V/def2-TZVPD) for a 7-piece molecular cluster, H14O7 overall.

Last column: natural (NBO) charge in e.
Positions of all 21 atoms, in Å:
O: -1.89 -1.08 2.87  -0.97
H: -2.06 -0.88 1.92  0.49
H: -2.12 -2.01 2.97  0.46
O: -2.36 -1.20 0.16  -1.00
H: -2.12 -0.92 -0.74  0.51
H: -3.18 -1.69 0.06  0.49
O: 3.00 -2.22 -0.45  -0.96
H: 2.36 -1.53 -0.18  0.49
H: 3.58 -1.78 -1.08  0.46
O: 1.75 2.01 0.65  -0.96
H: 2.09 2.32 -0.19  0.47
H: 2.54 1.75 1.14  0.49
O: -0.88 -0.61 -2.25  -0.98
H: -0.21 -0.51 -1.53  0.49
H: -0.63 0.02 -2.93  0.48
O: -0.47 3.54 -0.68  -0.93
H: 0.35 3.05 -0.77  0.45
H: -0.87 3.21 0.12  0.48
O: 0.67 -0.69 0.13  -0.98
H: 0.60 0.27 0.22  0.50
H: -0.13 -1.05 0.55  0.51

Computed properties:
SMILES   O.O.O.O.O.O.O
Multiplicity   1
LUMO energy   -0.08 eV
Highest occupied orbital energy   -10.991 eV

Run iii
Density functional theory data (ωB97M-V/def2-TZVPD) for a 7-piece molecular cluster, H14O7 overall.

Last column: natural (NBO) charge in e.
Positions of all 21 atoms, in Å:
O: 2.13 0.63 -2.02  -0.82
H: 2.10 0.58 -3.10  0.58
H: 1.27 0.29 -1.61  0.61
H: 2.94 0.14 -1.58  0.59
O: 0.06 0.04 -0.32  -1.24
H: -0.37 -0.57 0.29  0.47
O: -2.48 -0.25 2.06  -0.96
H: -2.70 0.59 1.64  0.49
H: -2.99 -0.97 1.70  0.48
O: 1.10 -2.45 0.12  -1.01
H: 0.43 -3.09 0.38  0.47
H: 0.74 -1.47 0.10  0.48
O: -0.09 2.54 0.68  -1.03
H: -0.07 2.49 1.67  0.47
H: -0.02 1.53 0.31  0.50
O: -2.39 -0.01 -1.80  -0.98
H: -1.61 0.13 -1.21  0.50
H: -2.53 0.87 -2.18  0.46
O: 1.64 -0.06 1.86  -0.99
H: 0.93 0.00 1.14  0.48
H: 1.90 -0.96 1.89  0.47

Computed properties:
Multiplicity   1
LUMO energy   -1.61 eV
Highest occupied orbital energy   -9.805 eV

Run iv
Density functional theory data (ωB97M-V/def2-TZVPD) for a 7-piece molecular cluster, H14O7 overall.

Last column: natural (NBO) charge in e.
Positions of all 21 atoms, in Å:
O: -1.22 1.49 1.60  -0.93
H: -1.66 1.63 2.45  0.47
H: -1.80 0.86 1.16  0.46
O: 0.45 -1.45 -2.88  -0.97
H: 0.47 -1.94 -2.05  0.48
H: 1.04 -0.73 -2.68  0.48
O: 0.39 -0.54 -0.16  -1.00
H: -0.47 -0.31 -0.53  0.49
H: 0.93 0.06 -0.64  0.48
O: -1.78 0.37 -1.43  -0.93
H: -2.22 -0.27 -1.97  0.49
H: -2.51 0.64 -0.82  0.47
O: 1.79 0.86 -2.18  -0.97
H: 1.82 1.21 -3.08  0.49
H: 2.54 1.29 -1.73  0.49
O: -0.45 -2.02 2.34  -0.97
H: -0.11 -1.50 3.08  0.47
H: -0.03 -1.65 1.55  0.49
O: 1.35 0.61 2.66  -0.94
H: 0.71 0.49 1.97  0.49
H: 0.76 0.90 3.33  0.45

Computed properties:
SMILES   O.O.O.O.O.O.O
Multiplicity   1
LUMO energy   0.11 eV
Highest occupied orbital energy   -10.705 eV

Which one is most stable, and which one is least stable? run ii is the most stable of them, while run i is the least stable.

Run i
Density functional theory data (ωB97M-V/def2-TZVPD) for a 2-piece molecular cluster, C3HBrF2 overall.

Last column: natural (NBO) charge in e.
Positions of all 7 atoms, in Å:
C: 1.25 1.03 1.31  -0.37
C: 0.83 0.60 0.26  -0.16
C: -0.83 -0.64 -0.67  0.76
F: -1.88 -0.20 0.01  -0.30
F: -0.38 -1.76 -0.24  -0.28
Br: -1.05 -0.28 -2.58  0.12
H: 2.05 1.25 1.90  0.21

Computed properties:
Multiplicity   1
LUMO energy   -1.16 eV
Highest occupied orbital energy   -10.110 eV

Run ii
Density functional theory data (ωB97M-V/def2-TZVPD) for the molecule C3HBrF2.

Last column: natural (NBO) charge in e.
Positions of all 7 atoms, in Å:
C: 0.42 -0.54 1.84  -0.09
C: 0.06 0.19 0.93  -0.15
C: -0.03 0.91 -0.28  0.16
F: -0.62 -0.87 -2.55  -0.58
F: 1.14 1.06 -0.96  -0.30
Br: -1.35 0.69 -1.42  0.70
H: 0.39 -1.45 2.44  0.25

Computed properties:
Multiplicity   1
LUMO energy (spin up / spin down)   -1.74 / -1.82 eV
Highest occupied orbital energy (spin up / spin down)   -10.056 / -9.423 eV

Which one is most stable, and which one is least stable? run i is the most stable of them, while run ii is the least stable.

Run i
Density functional theory data (ωB97M-V/def2-TZVPD) for C5H8N as an isolated structure.

Last column: natural (NBO) charge in e.
Positions of all 14 atoms, in Å:
C: -1.50 0.72 -0.51  -0.45
C: -0.16 -1.69 -0.21  -0.20
C: -0.98 0.28 0.86  -0.04
C: -1.26 -0.72 -0.13  0.27
C: 1.42 0.39 0.09  -0.44
N: 0.35 -0.45 0.57  -0.23
H: -2.56 0.90 -0.57  0.27
H: -1.06 1.19 -1.43  0.27
H: -0.16 -2.44 0.52  0.26
H: 0.28 -1.85 -1.23  0.26
H: -1.49 0.50 2.11  0.33
H: 1.91 0.08 -0.77  0.23
H: 0.98 1.37 -0.24  0.21
H: 2.10 0.65 0.84  0.26

Computed properties:
Multiplicity   1
LUMO energy   -5.71 eV
Total charge   +1
Highest occupied orbital energy   -14.995 eV

Run ii
Density functional theory data (ωB97M-V/def2-TZVPD) for C5H8N as an isolated structure.

Last column: natural (NBO) charge in e.
Positions of all 14 atoms, in Å:
C: 0.21 -1.69 0.22  0.56
C: -2.10 -0.90 -0.15  -0.24
C: -0.35 0.74 0.19  -0.25
C: -1.77 0.36 -0.04  -0.23
C: 1.97 -0.25 -0.19  -0.42
N: 0.50 -0.49 -0.01  -0.47
H: -1.15 -1.64 -0.23  0.14
H: -3.17 -1.30 -0.27  0.29
H: 0.21 1.56 -0.46  0.27
H: -0.21 1.08 1.25  0.27
H: -2.55 1.20 -0.04  0.30
H: 2.36 -0.21 -1.23  0.27
H: 2.51 -1.11 0.28  0.26
H: 2.18 0.64 0.40  0.24

Computed properties:
Multiplicity   1
LUMO energy   -5.95 eV
Total charge   +1
Highest occupied orbital energy   -15.468 eV

Run iii
Density functional theory data (ωB97M-V/def2-TZVPD) for an isolated ion of composition C5H8N and charge +1.

Last column: natural (NBO) charge in e.
Positions of all 14 atoms, in Å:
C: 0.27 0.37 -2.27  0.15
C: 0.30 -0.69 -1.50  -0.30
C: 0.29 1.53 -2.86  -0.39
C: 0.02 -0.42 0.19  0.28
C: -0.44 -0.28 2.61  -0.46
N: -0.14 -1.03 1.45  -0.44
H: -0.50 1.71 -3.56  0.27
H: 1.22 2.12 -2.88  0.27
H: 0.09 0.67 0.56  0.20
H: 0.79 -1.57 -1.68  0.25
H: -1.49 0.12 2.49  0.24
H: -0.61 -1.14 3.33  0.26
H: 0.24 0.59 2.74  0.25
H: -0.05 -1.98 1.38  0.42

Computed properties:
SMILES   C=C=C/C=[NH+]/C
Multiplicity   1
LUMO energy   -5.34 eV
Total charge   +1
Highest occupied orbital energy   -14.791 eV

Which one is most stable, and which one is least stable? run iii is the most stable of them, while run i is the least stable.